{"formula": "C21H23ClN4O3", "method": "the ωB97M-V functional and the def2-TZVPD basis", "energy_ha": -1719.015469, "e_lumo_ev": 0.7, "multiplicity": 1, "homo_energy_ha": -0.295, "smiles": "O=C(CCC(=O)N1CCOc2ccc(Cl)cc21)N1CCN(c2ccccn2)CC1", "symbols": ["O", "C", "N", "C", "H", "H", "C", "N", "C", "N", "C", "C", "C", "C", "H", "H", "H", "H", "C", "H", "C", "H", "H", "H", "H", "H", "C", "C", "C", "O", "N", "C", "C", "C", "C", "C", "C", "O", "C", "C", "H", "H", "H", "H", "H", "H", "Cl", "H", "H", "H", "H", "H"], "positions_angstrom": [[0.485587, -1.788155, 0.122179], [-0.213359, -1.376113, -0.791119], [-1.494958, -1.004648, -0.584907], [-2.380431, -0.377253, -1.541155], [-1.995134, -0.466657, -2.553175], [-3.353366, -0.879480, -1.491296], [-2.572499, 1.098930, -1.160917], [-3.081433, 1.201113, 0.190405], [-4.440567, 1.246574, 0.373139], [-5.177915, 1.350914, -0.736617], [-6.488625, 1.474188, -0.632176], [-7.166466, 1.491000, 0.571424], [-6.408255, 1.384484, 1.732104], [-5.039145, 1.262676, 1.645191], [-4.450375, 1.197807, 2.545587], [-6.886740, 1.399976, 2.701061], [-8.239436, 1.585992, 0.607347], [-7.013886, 1.556185, -1.575636], [-2.186858, 0.574118, 1.135830], [-2.561946, 0.662804, 2.152728], [-1.993536, -0.906505, 0.772988], [-1.266986, -1.378730, 1.435310], [-2.952088, -1.432475, 0.841139], [-1.219229, 1.083899, 1.077443], [-3.286578, 1.571795, -1.833154], [-1.610234, 1.618368, -1.204789], [0.313589, -1.283429, -2.214813], [1.809959, -1.599266, -2.223570], [2.517035, -0.533193, -1.396604], [2.266852, 0.637527, -1.601115], [3.468999, -0.922498, -0.494259], [4.297920, 0.036146, 0.133419], [4.802686, 1.122325, -0.574535], [5.666566, 2.009587, 0.038189], [6.065044, 1.831346, 1.353670], [5.578426, 0.748137, 2.055061], [4.695854, -0.151619, 1.464767], [4.278409, -1.195123, 2.232227], [3.277364, -2.000086, 1.650484], [3.536715, -2.213535, 0.159911], [2.775579, -2.888277, -0.216709], [4.533180, -2.644589, 0.009700], [3.294886, -2.946706, 2.194084], [2.291364, -1.533761, 1.763846], [5.866233, 0.575115, 3.079460], [6.743610, 2.527980, 1.818304], [6.275283, 3.351931, -0.863884], [4.509688, 1.275808, -1.599069], [2.191231, -1.503304, -3.243282], [1.986816, -2.614328, -1.883342], [-0.231055, -1.973797, -2.861602], [0.182228, -0.263223, -2.579249]], "forces_ev_per_angstrom": [[0.41, -0.13, 0.17], [-0.33, -0.01, -0.44], [-0.16, -0.08, 0.23], [-0.10, 0.42, -0.23], [-0.01, -0.04, 0.01], [0.07, 0.02, -0.09], [-0.07, -0.11, -0.42], [0.30, 0.18, -0.08], [-0.42, 0.19, 0.00], [0.36, -0.11, -0.03], [-0.35, 0.01, 0.15], [-0.05, 0.02, 0.01], [0.05, -0.03, -0.17], [0.03, -0.09, 0.08], [0.05, 0.01, 0.05], [-0.01, 0.01, 0.07], [-0.09, 0.01, -0.03], [-0.14, 0.02, -0.01], [0.01, -0.35, 0.18], [0.05, 0.04, -0.02], [0.16, 0.08, 0.44], [-0.16, 0.03, -0.06], [0.04, 0.02, 0.02], [-0.05, -0.05, 0.09], [0.23, -0.03, 0.01], [-0.01, -0.03, -0.03], [0.37, -0.05, 0.12], [-0.28, 0.15, 0.12], [-0.05, -0.34, -0.09], [-0.14, 0.19, -0.15], [0.21, -0.02, 0.03], [0.17, 0.21, 0.26], [0.19, 0.17, 0.13], [-0.15, -0.32, 0.03], [-0.08, -0.08, -0.01], [-0.09, -0.09, -0.09], [-0.01, 0.19, -0.17], [0.29, 0.19, 0.08], [-0.37, -0.32, -0.32], [-0.06, -0.27, 0.35], [0.08, 0.07, 0.01], [-0.10, -0.03, 0.01], [-0.02, 0.07, -0.08], [0.13, -0.06, 0.01], [0.04, -0.02, 0.13], [0.06, 0.08, 0.03], [0.11, 0.25, -0.16], [0.00, 0.02, -0.04], [0.02, -0.01, 0.05], [0.04, 0.04, -0.06], [-0.05, 0.07, -0.02], [-0.08, -0.09, -0.07]], "mulliken_charge": [-0.665, 0.850, 0.024, -0.878, 0.460, 0.353, -0.823, 0.046, 0.915, -0.338, -0.453, -0.458, -0.558, -0.500, 0.258, 0.399, 0.378, 0.379, -0.945, 0.340, -0.797, 0.514, 0.300, 0.431, 0.494, 0.362, -0.787, -0.825, 0.357, -0.647, 0.170, 0.787, -0.773, 0.104, -0.577, -0.626, 0.101, -0.498, -0.454, -0.667, 0.416, 0.320, 0.366, 0.306, 0.437, 0.415, -0.235, 0.500, 0.413, 0.352, 0.538, 0.416]}